20
Properties=species:S:1:pos:R:3 method="wB97M-V/def2-TZVPD" relative_energy_kj_mol=445.74 charge=0 orbital_gap_ev=7.93
C -0.047 -0.663 -1.825
C 0.052 0.420 -1.091
C 0.377 -2.059 -1.732
C -0.176 1.858 -1.483
C -1.406 1.408 3.332
N 2.386 0.197 0.353
Si 0.732 -0.106 0.689
H -0.472 -0.438 -2.843
H 0.416 -2.783 -2.543
H 1.383 -2.080 -1.393
H -0.197 -2.486 -0.956
H -0.249 2.158 -2.554
H -1.185 2.271 -1.133
H 0.636 2.336 -0.825
H -1.419 0.508 3.920
H -0.713 2.074 3.861
H -2.455 1.400 2.991
H 3.001 -0.465 0.816
H 2.791 0.537 -0.548
H -0.467 0.821 2.306